{
  "formula": "C4H5N4O2",
  "method": "wB97M-V/def2-TZVPD",
  "multiplicity": 1,
  "total_charge": -1,
  "e_above_lowest_kj_mol": 106.03,
  "orbital_gap_ha": 0.30821,
  "species": ["O", "O", "N", "N", "N", "N", "C", "C", "C", "C", "H", "H", "H", "H", "H"],
  "xyz": [[2.3101, -0.6425, 0.5819], [2.5612, 1.0620, -0.9657], [-0.2368, -1.5122, 2.3415], [-1.5983, -1.1790, -0.5611], [-0.1969, 1.3392, 0.6362], [-0.6972, 2.3342, 0.0084], [0.3920, 0.4550, -0.3332], [-0.0656, -1.5118, 1.2265], [-0.2418, -1.2690, -0.1623], [1.9683, 0.2979, -0.1504], [-2.1331, -0.6802, 0.1970], [0.3425, -1.8269, -0.7547], [-0.9784, 2.9942, 0.7172], [-1.6063, -0.6197, -1.4090], [0.1804, 0.7587, -1.3722]],
  "forces_ev_per_angstrom": [[0.568, 0.587, -0.069], [0.011, -0.857, 1.434], [-0.212, -0.458, 3.081], [-1.830, -0.160, 0.759], [-0.472, 1.135, -2.134], [0.931, -1.673, 0.757], [-0.004, -3.067, 0.567], [-0.321, 0.068, -1.633], [-0.157, 6.129, 1.289], [-0.381, 0.474, -1.765], [0.695, -0.578, -1.346], [2.089, -1.929, -2.239], [-0.423, 0.419, 0.671], [-0.390, 0.010, 0.206], [-0.105, -0.100, 0.422]],
  "lowdin_charge": [-0.046, -0.082, 0.158, 0.017, -0.019, 0.042, -0.195, -0.270, -0.295, -0.686, 0.098, 0.086, 0.020, 0.065, 0.106]
}

=====

{
  "formula": "C34H49F5N6O4P3",
  "method": "wB97M-V/def2-TZVPD",
  "multiplicity": 1,
  "total_charge": 1,
  "orbital_gap_ha": 0.30874,
  "species": ["P", "P", "P", "F", "F", "F", "F", "F", "O", "O", "O", "O", "N", "N", "N", "N", "N", "N", "C", "C", "C", "C", "C", "C", "C", "C", "C", "C", "C", "C", "C", "C", "C", "C", "C", "C", "C", "C", "C", "C", "C", "C", "C", "C", "C", "C", "C", "C", "C", "C", "C", "C", "H", "H", "H", "H", "H", "H", "H", "H", "H", "H", "H", "H", "H", "H", "H", "H", "H", "H", "H", "H", "H", "H", "H", "H", "H", "H", "H", "H", "H", "H", "H", "H", "H", "H", "H", "H", "H", "H", "H", "H", "H", "H", "H", "H", "H", "H", "H", "H", "H"],
  "xyz": [[-1.7057, -1.8893, -0.7939], [0.3734, 0.7691, 3.7873], [2.9140, 0.2059, 0.9862], [-3.6993, 0.7027, 0.2947], [-3.2607, 0.5337, 2.3924], [-0.8596, 2.1630, 1.6182], [-3.3833, 2.4778, 1.4670], [-1.3886, 1.4720, -0.3817], [-0.7889, -3.0372, -1.5268], [-1.1375, 0.9612, 4.2276], [1.1056, 2.0110, 3.5641], [1.0091, -0.1761, 4.9148], [2.2652, -3.4519, -4.7259], [-2.0016, -0.9561, -2.1506], [-8.5114, 2.2894, -3.4386], [6.0840, 1.4410, 5.9797], [1.4874, -0.8711, 1.6569], [-2.7974, 1.0323, -4.9557], [-8.1695, 1.3866, -2.5232], [-1.4706, 1.1722, 0.9460], [5.9026, 2.8247, 8.3928], [0.7534, -1.6408, -5.1578], [-9.8141, 3.3957, -1.7599], [0.3758, -3.0782, 1.3113], [-9.4513, 2.4452, -0.8196], [0.8945, -1.8205, 0.5956], [4.9576, 2.0423, 6.3544], [-9.3198, 3.2731, -3.0505], [-3.4707, 0.4950, -5.9709], [-0.2501, -0.9664, 0.0233], [4.8117, 2.7415, 7.5414], [3.8384, 0.4960, 2.5500], [3.0356, -3.1476, -0.2095], [-4.8490, 0.5834, -6.1095], [1.4861, -1.2684, -6.2745], [1.1843, -2.7358, -4.4233], [0.2107, -0.3831, 2.3616], [-8.6085, 1.4155, -1.2091], [-5.5693, 1.2642, -5.1411], [-4.8819, 1.8292, -4.0785], [3.7976, -2.9549, 1.1043], [2.1697, 1.7760, 0.4792], [7.1236, 1.5311, 6.8066], [-0.8566, -0.2151, 1.2342], [-2.9880, 1.2335, 1.2894], [4.0391, -3.1013, -1.3886], [1.8915, -2.1677, -0.5125], [-3.5049, 1.6873, -4.0367], [7.0844, 2.2068, 8.0174], [2.6123, -2.0047, -6.6031], [2.9588, -3.0829, -5.8003], [4.4221, 1.9080, 2.6888], [7.9618, 2.2448, 8.6477], [0.1697, -0.2812, -0.7174], [-6.6464, 1.3622, -5.2081], [8.0324, 1.0365, 6.4829], [3.1841, -3.0892, 2.0024], [-2.6292, -0.1774, -1.9949], [-0.1388, -1.0974, -4.8715], [-1.1933, -0.6744, -2.6947], [-0.6334, -2.9420, 1.7119], [-8.2975, 0.6494, -0.5121], [3.2134, -1.7530, -7.4656], [-2.9308, 2.1243, -3.2239], [4.5790, -3.7166, 1.1723], [3.7835, 2.5653, 3.2663], [-10.4692, 4.2166, -1.5041], [-9.5878, 3.9958, -3.8128], [-5.4060, 2.3729, -3.3039], [4.9608, -2.5961, -1.0893], [4.3209, -4.1097, -1.6949], [3.6262, -2.5899, -2.2573], [0.3283, -3.8959, 0.5974], [-1.3634, -3.6163, -2.0453], [1.9907, -1.4100, 2.3633], [-1.5063, 0.2309, 4.7411], [3.8327, -3.6818, -6.0302], [-0.1532, -1.2870, 2.8639], [4.6688, -0.2139, 2.4803], [4.3043, -1.9883, 1.1408], [-7.5071, 0.5975, -2.8653], [4.6578, 2.3609, 1.7230], [-5.3412, 0.1291, -6.9580], [-1.7048, -0.8327, 1.5411], [2.1306, 2.5201, 1.2658], [1.2648, -2.6539, -1.2585], [2.8301, 2.1131, -0.3260], [2.6322, -4.1653, -0.1858], [-2.8760, -0.0307, -6.7098], [2.2709, -1.2636, -0.9917], [1.0154, -3.3562, 2.1532], [0.9132, -1.1260, 4.7832], [0.6369, -3.0614, -3.5459], [1.1944, 1.6320, 0.0324], [-9.8188, 2.5049, 0.1964], [3.8692, 3.2104, 7.7879], [1.1823, -0.4229, -6.8777], [3.2684, 0.2095, 3.4349], [5.3735, 1.8214, 3.2204], [5.8331, 3.3624, 9.3291], [4.1239, 1.9556, 5.6640]],
  "forces_ev_per_angstrom": [[0.312, 0.274, -0.186], [0.273, 0.607, -0.225], [0.248, 0.021, -0.175], [-0.034, -0.215, -0.232], [-0.036, -0.036, 0.261], [0.072, -0.099, -0.028], [0.018, 0.259, 0.029], [0.172, 0.073, 0.164], [-0.141, -0.459, -0.052], [0.096, -0.124, -0.118], [-0.041, -0.499, 0.159], [0.157, -0.029, -0.231], [0.031, 0.014, 0.032], [-0.183, 0.284, 0.253], [0.066, 0.019, 0.008], [-0.009, 0.003, -0.054], [-0.663, 0.712, 0.576], [0.076, -0.085, 0.049], [0.050, -0.081, -0.035], [0.049, -0.081, -0.183], [-0.002, -0.004, -0.022], [-0.008, -0.006, 0.025], [0.009, -0.027, 0.006], [-0.110, 0.197, 0.169], [0.015, -0.002, -0.017], [0.076, -0.172, -0.359], [-0.096, -0.042, -0.061], [-0.031, 0.025, -0.050], [-0.003, -0.008, -0.013], [-0.027, -0.037, 0.036], [0.042, 0.016, 0.040], [0.009, -0.094, 0.022], [0.352, -0.022, -0.146], [0.040, 0.023, 0.054], [0.017, -0.001, 0.001], [-0.003, 0.006, -0.012], [0.015, -0.130, -0.314], [-0.022, 0.044, 0.030], [-0.098, -0.036, -0.062], [-0.009, 0.006, 0.010], [0.188, -0.153, 0.006], [0.115, 0.156, 0.221], [0.039, -0.030, -0.011], [0.168, -0.230, 0.066], [-0.091, 0.045, -0.029], [0.047, -0.178, 0.225], [-0.203, -0.377, 0.034], [0.069, 0.012, 0.076], [-0.025, 0.001, -0.003], [-0.013, 0.009, 0.006], [-0.001, -0.005, 0.002], [0.474, -0.213, 0.083], [0.012, -0.002, -0.003], [-0.041, 0.035, 0.067], [0.000, 0.038, 0.021], [0.011, 0.007, 0.017], [-0.016, 0.051, -0.033], [-0.169, -0.061, -0.287], [-0.023, -0.002, -0.025], [-0.098, 0.075, -0.100], [0.026, -0.049, -0.101], [-0.003, -0.011, -0.006], [0.009, -0.009, -0.007], [-0.033, 0.041, 0.003], [-0.052, 0.039, 0.009], [-0.254, 0.099, -0.141], [-0.005, 0.008, -0.006], [-0.004, 0.014, 0.015], [0.004, 0.021, -0.007], [-0.095, 0.123, -0.065], [-0.019, 0.071, -0.046], [0.004, -0.089, -0.041], [0.063, -0.055, 0.090], [0.087, -0.096, -0.013], [0.130, -0.215, -0.221], [-0.085, 0.154, 0.100], [0.007, 0.011, -0.015], [0.186, 0.021, 0.045], [-0.091, -0.012, 0.060], [-0.053, -0.126, 0.023], [-0.012, -0.033, 0.044], [-0.125, 0.029, 0.031], [0.004, -0.004, -0.011], [0.029, 0.151, 0.177], [-0.205, 0.089, 0.098], [0.114, 0.050, -0.098], [-0.071, 0.070, 0.082], [-0.199, 0.143, 0.044], [-0.020, -0.009, -0.014], [-0.035, -0.052, 0.143], [0.066, -0.167, -0.166], [-0.023, 0.002, 0.215], [-0.036, 0.040, -0.003], [-0.219, -0.001, -0.075], [-0.004, 0.001, 0.003], [-0.008, -0.005, -0.008], [-0.003, 0.008, 0.002], [-0.041, 0.163, 0.085], [-0.131, 0.069, 0.049], [0.002, 0.002, 0.005], [-0.032, 0.039, 0.036]],
  "lowdin_charge": [0.887, 0.460, 1.098, 0.165, 0.162, 0.132, 0.210, 0.105, -0.312, -0.076, -0.222, -0.100, 0.054, -0.135, 0.055, 0.047, -0.105, 0.042, -0.171, -0.392, -0.072, -0.069, -0.067, -0.007, -0.076, -0.451, -0.163, -0.145, -0.156, -0.302, -0.067, -0.398, -0.384, -0.060, -0.071, -0.164, -0.205, -0.072, -0.073, -0.073, -0.088, -0.240, -0.152, -0.179, -0.568, -0.050, -0.176, -0.181, -0.067, -0.065, -0.148, -0.138, 0.104, 0.114, 0.094, 0.104, 0.062, 0.017, 0.085, 0.045, 0.086, 0.100, 0.105, 0.096, 0.096, 0.063, 0.104, 0.106, 0.097, 0.080, 0.085, 0.063, 0.098, 0.073, 0.103, 0.108, 0.106, 0.112, 0.067, 0.032, 0.097, 0.072, 0.105, 0.110, 0.041, 0.096, 0.056, 0.133, 0.102, 0.085, 0.092, 0.087, 0.075, 0.024, 0.107, 0.103, 0.109, 0.058, 0.068, 0.108, 0.088]
}

=====

{
  "formula": "C6H12N2O",
  "method": "wB97M-V/def2-TZVPD",
  "multiplicity": 1,
  "e_above_lowest_kj_mol": 487.87,
  "orbital_gap_ha": 0.28161,
  "species": ["O", "N", "N", "C", "C", "C", "C", "C", "C", "H", "H", "H", "H", "H", "H", "H", "H", "H", "H", "H", "H"],
  "xyz": [[-1.3864, 0.9205, 0.9957], [1.1315, 0.0779, 1.9245], [1.9400, 0.3206, -0.3094], [1.9307, -0.4325, -1.5556], [-0.8585, 0.0608, -0.0070], [-0.9665, 0.8301, -1.3061], [-1.0995, -1.2962, 0.0005], [1.0921, 0.1086, 0.7180], [-1.4247, 0.4368, 2.2706], [-1.0541, -1.8463, -0.9255], [1.2722, -1.2994, -1.4933], [-1.0942, -1.8754, 0.9087], [2.9411, -0.7889, -1.7651], [-1.9829, 1.2099, -1.4057], [1.6061, 0.1938, -2.3869], [-2.0208, -0.4749, 2.3791], [-0.7532, 0.1941, -2.1600], [-1.6722, 1.2399, 2.9589], [-0.2894, 1.6832, -1.3018], [-0.1621, 0.1096, 2.4622], [2.8509, 0.6277, -0.0020]],
  "forces_ev_per_angstrom": [[1.123, -0.138, -1.589], [0.492, -0.042, -2.587], [-0.093, -0.011, -0.687], [-0.072, 0.058, -0.188], [-3.263, -0.163, -0.080], [0.369, 0.017, 0.174], [0.889, 0.728, 0.227], [1.681, 0.251, 3.330], [2.204, -1.251, 1.050], [0.125, 0.019, -0.131], [0.058, 0.089, 0.075], [-0.230, 0.005, 0.153], [-0.090, 0.007, 0.040], [0.020, -0.027, 0.091], [0.019, -0.061, -0.061], [-0.234, 0.113, -0.005], [0.056, -0.027, -0.025], [-0.138, -0.046, -0.060], [0.039, 0.029, -0.067], [-2.786, 0.603, 0.251], [-0.168, -0.153, 0.088]],
  "lowdin_charge": [-0.132, 0.148, -0.024, -0.086, -0.458, -0.034, 0.058, -0.306, -0.136, 0.059, 0.077, 0.059, 0.086, 0.092, 0.071, 0.077, 0.073, 0.087, 0.087, 0.067, 0.137]
}